{"formula": "C5H11NO2", "method": "the ωB97M-V functional and the def2-TZVPD basis", "homo_lumo_gap_ev": 10.612, "smiles": "C=C[C@H](N)C(C)(O)O", "e_above_lowest_kcal_mol": 34.5, "lumo_ev": 0.77, "homo_energy_ev": -9.84, "species": ["H", "C", "H", "C", "H", "H", "H", "H", "O", "H", "C", "H", "H", "O", "H", "C", "H", "C", "N"], "xyz": [[-0.635, -1.243, -1.977], [2.095, 0.919, -0.170], [-0.580, 1.384, 1.334], [-2.409, 0.449, 1.026], [3.093, 0.642, 0.187], [0.364, -1.280, 1.485], [-1.983, -0.915, -1.131], [0.901, -1.971, -0.799], [1.097, -0.649, 1.375], [-2.883, 1.012, 1.825], [-0.338, 0.092, -0.468], [-0.314, 0.859, -1.250], [2.194, 1.221, -1.219], [1.646, -1.337, -0.790], [-3.056, -0.235, 0.488], [1.140, -0.256, -0.041], [1.764, 1.779, 0.417], [-1.108, 0.641, 0.735], [-0.988, -1.114, -1.026]], "forces_ev_per_a": [[-0.2, 0.0, 0.3], [0.1, -0.1, 0.0], [0.1, -0.3, -0.2], [1.1, 0.1, -0.3], [-0.3, -0.1, 0.0], [0.3, 0.2, -0.1], [0.3, -0.2, 0.1], [0.5, 0.1, -0.1], [0.1, 0.3, -1.1], [0.2, -0.2, 0.0], [-0.1, -0.3, 0.4], [0.2, 0.3, 0.2], [-0.1, -0.1, 0.2], [-0.8, 0.3, 0.0], [0.1, 0.0, 0.0], [-0.3, -0.5, 1.2], [-0.1, -0.2, -0.1], [-1.0, 0.5, -0.4], [0.1, 0.3, -0.1]], "mulliken_charge": [0.25, -1.55, 0.25, -0.89, 0.39, 0.37, 0.24, 0.39, -0.56, 0.27, 0.33, 0.35, 0.36, -0.61, 0.21, 0.87, 0.32, -0.17, -0.82]}